56
Properties=species:S:1:pos:R:3:lowdin_charge:R:1 method="wB97M-V/def2-TZVPD" lumo_ev=-0.63 gap_ha=0.272 smiles="COc1cccc(C(=O)N(Cc2cc3cc(C)ccc3[nH]c2=O)C[C@H]2CCCO2)c1" e_homo_ha=-0.2949 spin_multiplicity=1 relative_energy_kcal_mol=420.78
C -6.62591 -1.70338 1.17399 0.05
O -5.54011 -0.60124 1.09434 -0.07
C -4.62081 -0.77680 0.20013 -0.25
C -4.46418 -1.92689 -0.86918 0.00
C -3.46976 -1.76986 -1.53646 -0.21
C -2.60593 -0.76265 -1.36166 -0.13
C -2.70013 0.37723 -0.68881 -0.13
C -1.81498 1.73615 -0.53504 -0.44
O -1.81462 2.38695 -1.61370 0.01
N -0.99517 1.55621 0.45205 0.00
C -0.95978 0.73882 1.74637 0.01
C 0.37470 -0.13750 1.55934 -0.09
C 0.68080 -0.60416 0.28238 0.10
C 1.81595 -1.53884 0.08584 -0.20
C 2.25176 -2.10777 -0.95794 -0.02
C 3.35096 -3.02776 -1.07961 -0.22
C 3.73175 -3.72060 -2.30176 -0.01
C 4.14223 -3.08980 0.08760 0.03
C 3.87615 -2.21030 1.30536 -0.01
C 2.69436 -1.64421 1.17514 -0.06
N 2.29355 -1.00760 2.77330 0.18
C 1.15597 -0.20350 2.69777 -0.40
O 0.82366 0.38753 3.85899 -0.06
C -0.20560 3.03464 0.70644 0.07
C 1.31642 2.58794 0.47280 -0.18
C 1.54709 2.21663 -0.93291 -0.15
C 2.56750 3.34103 -1.41511 -0.16
C 2.14488 4.60848 -0.52029 -0.25
O 1.89027 4.03747 0.77181 -0.14
C -3.81489 0.33226 0.20053 0.00
H -6.09287 -2.69580 1.30405 0.12
H -7.27582 -1.51280 1.98376 0.07
H -7.14710 -1.64024 0.33237 0.04
H -5.10972 -2.66104 -0.69192 0.06
H -3.09921 -2.39812 -2.42626 0.15
H -1.67463 -0.52974 -2.28218 0.19
H -1.89977 0.20631 1.72077 0.11
H -0.77063 1.35571 2.54008 0.07
H 0.06679 -0.50870 -0.64122 0.12
H 1.71651 -2.18133 -1.80574 0.10
H 3.76426 -4.59247 -2.24455 -0.05
H 4.90732 -3.27591 -2.67209 0.20
H 3.13686 -3.50991 -3.07370 0.04
H 4.98188 -3.65393 0.05766 0.06
H 4.32388 -2.44362 2.37957 0.15
H 2.96747 -1.20841 3.48331 0.10
H -0.62442 3.63702 -0.19670 0.14
H -0.42554 3.33766 1.79605 0.15
H 1.72119 2.22802 1.14545 0.01
H 2.08442 1.36327 -1.08891 0.07
H 0.68475 2.11642 -1.61371 0.12
H 2.44671 3.48597 -2.68735 0.16
H 3.69958 2.98687 -1.33620 0.12
H 3.08730 5.32365 -0.49423 0.13
H 1.39731 5.22210 -1.33362 0.16
H -3.89263 1.04054 1.01355 0.13

120
Properties=species:S:1:pos:R:3:lowdin_charge:R:1 method="wB97M-V/def2-TZVPD" lumo_ev=-0.08 gap_ha=0.244 e_homo_ha=-0.2474 spin_multiplicity=1 relative_energy_kcal_mol=27.13
Ca 0.93228 -0.61679 -0.73192 1.03
I 0.65093 -1.53818 3.02893 1.04
C -0.62151 -0.82508 4.54843 -0.59
C -0.04500 -1.00137 5.77811 -0.19
C -0.70921 -0.65893 6.96711 -0.08
C -1.96956 -0.16189 6.89025 -0.04
C -2.59947 0.03427 5.63744 -0.16
C -3.91894 0.54054 5.65070 -0.03
C -4.59451 0.75683 4.49187 -0.05
C -3.94424 0.49861 3.27793 -0.09
C -2.65731 0.02070 3.19133 -0.28
P -2.01877 -0.06323 1.44258 1.02
C -2.09728 1.72681 1.05296 -0.38
C -3.21400 2.43022 0.60357 -0.10
C -3.12853 3.79007 0.34745 -0.08
C -1.93091 4.46704 0.54479 -0.08
C -0.81849 3.78063 1.00605 -0.06
C -0.90464 2.41836 1.25556 -0.11
C -3.43339 -0.86577 0.60721 -0.41
C -3.92968 -2.04048 1.17950 -0.12
C -4.85021 -2.82608 0.50702 -0.09
C -5.29277 -2.45930 -0.75795 -0.08
C -4.81411 -1.29317 -1.33175 -0.06
C -3.89230 -0.50206 -0.65624 -0.10
C -1.93514 -0.26605 4.40184 -0.17
H 0.94822 -1.42382 5.84004 0.07
H -0.21614 -0.80552 7.91846 0.11
H -2.52172 0.09842 7.78471 0.11
H -4.37472 0.74859 6.61107 0.11
H -5.60705 1.13798 4.49331 0.11
H -4.48641 0.69711 2.36265 0.10
H -4.15613 1.92097 0.44329 0.09
H -4.00039 4.32507 -0.00810 0.10
H -1.86577 5.52629 0.33093 0.10
H 0.12496 4.29148 1.15201 0.11
H -0.02262 1.88185 1.58976 0.07
H -3.58195 -2.34858 2.15945 0.11
H -5.22042 -3.73461 0.96780 0.10
H -6.00001 -3.08185 -1.29125 0.10
H -5.15101 -0.99246 -2.31589 0.11
H -3.51589 0.38768 -1.14051 0.08
C 0.49072 1.57774 -4.77791 -0.17
Si -0.27915 0.22301 -3.72812 0.34
C -1.06005 1.08517 -2.23624 -0.19
C -1.66052 -0.58860 -4.70910 -0.17
N 0.79864 -0.87814 -3.00228 -0.22
C 1.86015 -1.53444 -3.56103 -0.32
C 2.23106 -1.49731 -4.91947 -0.04
C 3.36269 -2.13149 -5.40700 -0.11
C 4.19812 -2.84489 -4.56271 -0.11
C 3.86798 -2.92644 -3.21454 -0.03
C 2.72262 -2.31812 -2.75405 -0.19
O 2.38478 -2.32270 -1.38598 -0.19
C 2.81529 -3.29229 -0.50612 -0.30
C 2.60895 -4.63865 -0.76656 -0.01
C 2.95876 -5.56371 0.20353 -0.07
C 3.49151 -5.14804 1.41949 -0.09
C 3.68272 -3.79683 1.66398 -0.09
C 3.35238 -2.85623 0.69488 -0.03
H -0.23198 2.38686 -4.91876 0.03
H 0.79653 1.23629 -5.76840 0.02
H 1.36992 1.99543 -4.28150 0.03
H -1.94802 1.66226 -2.50549 0.05
H -0.37071 1.78810 -1.75059 0.04
H -1.40341 0.36024 -1.48506 -0.02
H -2.41409 0.14622 -5.00697 0.03
H -2.15343 -1.35857 -4.10857 0.01
H -1.28229 -1.06392 -5.61775 0.02
H 1.60246 -0.93918 -5.60330 0.09
H 3.59526 -2.05511 -6.46214 0.10
H 5.09161 -3.32773 -4.93335 0.09
H 4.49961 -3.47034 -2.52277 0.12
H 2.17379 -4.93822 -1.71072 0.13
H 2.80534 -6.61832 0.01329 0.10
H 3.76069 -5.87867 2.17084 0.10
H 4.10234 -3.46570 2.60520 0.11
H 3.51281 -1.79448 0.85608 0.11
N -1.20598 -4.34339 1.52932 0.10
C -1.56091 -4.18807 0.23368 -0.82
S -0.90558 -2.98413 -0.71614 0.71
N -2.52171 -5.05106 -0.17247 0.07
C -3.23006 -5.18533 -1.39220 -0.25
C -2.80383 -4.70309 -2.62427 -0.04
C -3.59661 -4.91471 -3.74504 -0.07
C -4.79672 -5.60154 -3.66264 -0.09
C -5.21090 -6.09287 -2.43242 -0.09
C -4.43386 -5.88493 -1.30749 -0.05
H -0.43557 -3.78798 1.86828 -0.03
H -1.41086 -5.19675 2.02279 0.11
H -2.90647 -5.62869 0.55917 0.14
H -1.87526 -4.16577 -2.71286 0.05
H -3.25654 -4.53129 -4.69845 0.11
H -5.40127 -5.75698 -4.54607 0.10
H -6.14270 -6.63611 -2.34406 0.10
H -4.76710 -6.26367 -0.34647 0.11
C 3.61679 7.60833 -0.33688 -0.07
C 4.53229 6.97571 0.71150 -0.56
C 5.98546 7.17084 0.25805 -0.05
C 4.31389 7.71021 2.04182 -0.05
C 4.25138 5.48259 0.89804 -0.18
C 4.99162 4.76314 1.84147 -0.04
C 4.79762 3.40375 2.07222 0.02
C 3.83018 2.77234 1.32270 -0.23
O 3.42608 1.46467 1.34106 0.06
B 2.38603 1.32097 0.38480 -0.46
O 2.21126 2.60966 -0.21452 0.04
C 3.09397 3.46592 0.38226 -0.23
C 3.27775 4.81352 0.15081 0.06
H 3.85617 8.66871 -0.43633 0.08
H 2.56502 7.52942 -0.05373 0.08
H 3.74447 7.14573 -1.31728 0.09
H 6.19995 8.23336 0.11788 0.08
H 6.16705 6.65622 -0.68731 0.09
H 6.68892 6.77914 0.99348 0.08
H 4.44333 8.78682 1.90583 0.08
H 5.02246 7.38092 2.80265 0.07
H 3.30633 7.53064 2.42176 0.09
H 5.74994 5.27555 2.42036 0.10
H 5.37915 2.86526 2.80874 0.12
H 2.67556 5.31546 -0.59332 0.11

44
Properties=species:S:1:pos:R:3:lowdin_charge:R:1 method="wB97M-V/def2-TZVPD" lumo_ev="-2.67 / -9.17" charge=+1 gap_ha="0.361 / 0.122" e_homo_ha="-0.4589 / -0.4589" spin_multiplicity=2 relative_energy_kcal_mol=0.00
C -0.95673 -4.32339 0.62898 -0.15
O -1.33578 -3.87859 -0.66708 -0.13
H 0.07900 -4.65506 0.55582 0.09
H -1.08801 -3.56919 1.40490 0.06
H -1.57270 -5.16142 0.95518 0.09
H -0.63863 -3.27138 -0.92573 -0.02
C 0.19356 4.60537 -0.70031 -0.15
O -0.06999 3.63551 0.31179 -0.14
H 0.99465 5.32307 -0.52352 0.08
H 0.33368 4.06679 -1.63755 0.06
H -0.68184 5.24384 -0.81920 0.08
H -0.88146 3.15215 0.14008 0.01
C -0.81492 -0.18425 0.87516 0.03
O 0.46355 -0.74520 0.72284 0.24
H -1.55471 -0.87341 1.28243 0.15
H -0.90137 0.68826 1.52274 0.11
H -1.21447 -0.01492 -0.12474 0.12
H 0.43217 -1.47714 0.10246 0.08
C -2.39824 1.98062 -1.94258 -0.14
O -2.31311 2.28550 -0.58294 -0.13
H -2.37945 0.90226 -2.10027 0.06
H -3.30731 2.34621 -2.42010 0.10
H -1.53243 2.40243 -2.45304 0.09
H -3.14224 1.99799 -0.19374 0.11
C 3.48812 -1.92852 0.34250 -0.18
O 3.69338 -1.52523 -0.93274 -0.11
H 4.42780 -2.08830 0.87125 0.10
H 3.01144 -1.13592 0.91927 0.07
H 2.87036 -2.82032 0.44806 0.09
H 4.34245 -0.81790 -0.93341 0.12
C -0.76917 2.11333 4.97797 -0.12
O -0.13337 0.95992 4.39285 -0.16
H -1.71192 1.75378 5.39030 0.08
H -0.08482 2.66313 5.62412 0.08
H -0.95920 2.72494 4.09597 0.07
H -0.57566 0.15958 4.68512 0.06
C 0.76243 -1.61473 -2.47699 -0.74
O 0.63398 -2.32533 -1.49882 0.02
N 1.88535 -1.14083 -2.84245 0.21
N -0.17054 -1.31579 -3.32693 0.21
H 2.73829 -1.34812 -2.34282 0.08
H 1.89911 -0.60078 -3.69582 0.13
H 0.05701 -0.63388 -4.03638 0.13
H -1.11826 -1.55507 -3.07262 0.13

117
Properties=species:S:1:pos:R:3:lowdin_charge:R:1 method="wB97M-V/def2-TZVPD" lumo_ev="-3.14 / -2.56" charge=+1 gap_ha="0.266 / 0.304" e_homo_ha="-0.3808 / -0.3985" spin_multiplicity=3 relative_energy_kcal_mol=0.00
W -0.28403 -0.01553 -0.23068 1.23
C 1.65911 -0.40144 0.58650 -0.40
Si 2.92795 -0.92642 -0.67509 0.62
C 2.38256 0.23961 -2.05064 -0.22
N 0.90028 0.12530 -2.29895 -0.26
C 0.59162 -1.12997 -3.09085 -0.16
C 0.42301 -0.93216 -4.59713 -0.16
C 1.47235 0.01830 -5.15050 -0.17
C 1.31309 1.38526 -4.46610 -0.16
C 0.51593 1.29886 -3.16181 -0.22
C 4.65860 -0.59237 -0.06855 -0.26
C 5.33683 0.59751 -0.33952 -0.09
C 6.59682 0.84120 0.18957 -0.08
C 7.19638 -0.10364 1.00843 -0.08
C 6.53676 -1.29138 1.29468 -0.08
C 5.28180 -1.53318 0.75740 -0.10
C 2.87188 -2.71924 -1.24825 -0.25
C 4.01135 -3.28563 -1.82551 -0.09
C 3.98112 -4.55999 -2.37928 -0.07
C 2.80597 -5.29403 -2.36687 -0.07
C 1.65880 -4.75412 -1.79686 -0.07
C 1.69837 -3.48516 -1.24643 -0.15
H 2.07608 0.55316 0.94076 0.01
H 1.71012 -1.08160 1.43848 -0.02
H 2.92912 0.13213 -2.98701 0.09
H 2.54758 1.25864 -1.68566 0.09
H -0.30198 -1.60714 -2.67322 0.10
H 1.41587 -1.81563 -2.93445 0.09
H -0.56468 -0.53878 -4.83400 0.09
H 0.49242 -1.91921 -5.05866 0.13
H 1.36611 0.11280 -6.23079 0.11
H 2.46930 -0.39368 -4.97576 0.11
H 0.76066 2.07133 -5.11148 0.12
H 2.28438 1.84783 -4.29197 0.11
H -0.54320 1.20599 -3.38626 0.09
H 0.64848 2.20435 -2.58302 0.04
H 4.88252 1.35072 -0.97472 0.10
H 7.11027 1.76646 -0.03727 0.11
H 8.17855 0.08373 1.42213 0.11
H 7.00415 -2.03065 1.93217 0.11
H 4.78434 -2.47194 0.97824 0.10
H 4.94062 -2.72730 -1.84195 0.10
H 4.87739 -4.97794 -2.81882 0.11
H 2.78087 -6.28697 -2.79685 0.11
H 0.73984 -5.32775 -1.78383 0.11
H 0.80503 -3.05843 -0.80077 0.06
C 0.86812 -3.83312 1.76231 -0.16
Si -0.47865 -2.56450 1.98836 0.48
C 0.06867 -1.29255 3.25382 -0.17
C -1.90559 -3.48216 2.79252 -0.16
N -0.96099 -1.77427 0.39438 -0.24
C -2.01756 -2.36886 -0.34574 -0.30
C -2.40481 -3.70062 -0.20325 -0.04
C -3.54721 -4.19058 -0.81693 -0.06
C -4.33855 -3.35251 -1.58455 -0.06
C -3.93256 -2.04466 -1.81663 -0.02
C -2.75568 -1.59617 -1.25154 -0.23
O -2.22330 -0.31880 -1.50194 -0.16
C -2.68944 0.41213 -2.61946 -0.26
C -2.91071 1.76377 -2.44438 -0.01
C -3.28060 2.52783 -3.54146 -0.04
C -3.43334 1.93845 -4.78836 -0.06
C -3.20384 0.57848 -4.94006 -0.06
C -2.82222 -0.19739 -3.85433 -0.05
H 1.05855 -4.23171 2.76399 0.05
H 1.80948 -3.45790 1.36544 0.02
H 0.55047 -4.66752 1.13429 0.04
H -0.68907 -1.20239 4.03107 0.02
H 0.28327 -0.30228 2.86739 -0.03
H 0.98699 -1.65042 3.72760 0.06
H -1.81997 -4.56206 2.65950 0.04
H -2.89286 -3.17963 2.45259 0.01
H -1.85387 -3.28098 3.86492 0.04
H -1.81029 -4.36002 0.41146 0.09
H -3.82493 -5.22606 -0.67483 0.11
H -5.25434 -3.71312 -2.03170 0.11
H -4.52216 -1.39247 -2.44390 0.12
H -2.75833 2.21920 -1.47798 0.08
H -3.44592 3.58905 -3.41268 0.11
H -3.72765 2.53530 -5.64077 0.11
H -3.31210 0.11273 -5.91071 0.12
H -2.62624 -1.25412 -3.97462 0.13
Cl 0.08520 2.39890 -0.24164 0.15
C -4.99690 4.18736 -0.28683 -0.07
C -3.71472 4.55753 0.09651 -0.06
C -2.86407 3.62882 0.67659 -0.15
C -3.29057 2.31527 0.87229 -0.38
C -4.58346 1.95526 0.50873 -0.10
C -5.43197 2.88954 -0.07028 -0.07
As -2.00831 1.03996 1.60172 1.27
C -3.18490 -0.15748 2.58123 -0.35
C -3.18015 -0.21578 3.97144 -0.11
C -4.08733 -1.02929 4.63783 -0.06
C -5.01259 -1.77728 3.92578 -0.07
C -5.01475 -1.73344 2.53937 -0.07
C -4.09469 -0.93952 1.87072 -0.14
C -1.21729 2.14933 2.97505 -0.39
C 0.15889 2.24569 3.12971 -0.14
C 0.68938 3.05062 4.12851 -0.06
C -0.15413 3.76279 4.96703 -0.07
C -1.53096 3.67910 4.80512 -0.06
C -2.06389 2.87683 3.80915 -0.12
H -5.66027 4.91355 -0.73800 0.11
H -3.37529 5.57470 -0.04888 0.11
H -1.87002 3.92973 0.97612 0.07
H -4.95127 0.95458 0.67862 0.09
H -6.43694 2.59901 -0.34718 0.11
H -2.47724 0.37695 4.54145 0.10
H -4.07503 -1.06869 5.71922 0.11
H -5.72598 -2.39908 4.45019 0.11
H -5.72214 -2.32624 1.97368 0.11
H -4.09281 -0.94359 0.78843 0.09
H 0.82275 1.71954 2.45670 0.06
H 1.76247 3.12596 4.24375 0.11
H 0.26055 4.39186 5.74348 0.11
H -2.19038 4.24245 5.45194 0.11
H -3.13856 2.82165 3.67844 0.11

45
Properties=species:S:1:pos:R:3:lowdin_charge:R:1 method="wB97M-V/def2-TZVPD" lumo_ev=-4.80 charge=+2 gap_ha=0.423 e_homo_ha=-0.5999 spin_multiplicity=1 relative_energy_kcal_mol=90.78
C -1.74067 0.92451 -1.45829 -0.07
C -0.22765 1.02131 -1.37171 -0.27
C 0.30250 0.00052 -0.42282 -0.16
C -0.02567 0.57364 0.96117 -0.07
C -0.79893 -1.84675 1.72785 -0.21
N 0.14063 -0.63496 1.94779 0.08
N 0.13334 0.53652 -2.86587 0.19
H -2.57146 1.23449 -0.72524 0.12
H -2.07965 1.49440 -2.40093 0.10
H -2.21247 -0.05351 -1.57346 0.09
H 0.45895 1.96401 -1.29515 0.21
H 1.33131 -0.00116 -0.48295 0.11
H -0.18123 -0.95077 -0.67906 0.13
H -1.07864 0.91635 1.17645 0.15
H 0.60609 1.34711 1.47851 0.13
H -1.79929 -1.58585 1.18570 0.16
H -1.12570 -2.10344 2.73990 0.12
H 1.02032 -1.05892 1.72425 0.09
H -0.30468 -0.32350 -3.21858 0.17
H 1.11263 0.25732 -3.10300 0.10
H -0.08796 1.29535 -3.50033 0.10
H 3.21900 1.84202 -4.57600 0.04
H 2.00341 1.70744 -5.34737 0.15
O 2.39986 1.40753 -4.41842 -0.08
H 1.90432 3.85643 2.61708 0.01
H 0.91103 4.55712 1.70610 0.07
O 1.14574 3.69642 2.11937 -0.04
H -1.17480 -0.43814 5.89499 -0.02
H 0.12093 -0.23097 2.98416 0.22
O -1.50821 -0.35380 5.07995 0.04
H -2.16170 0.29752 5.08444 0.03
H -0.53134 -3.53787 0.72037 0.15
O -0.16546 -2.63894 0.81878 -0.03
H -1.67339 3.23680 -4.90309 0.09
H -1.38654 4.08232 -3.68114 0.06
O -1.16354 3.22059 -4.04946 -0.07
H -3.73102 -3.26878 3.35967 0.00
H -4.15964 -1.96256 4.03183 0.01
O -3.71997 -2.36227 3.33767 0.02
H 1.81032 -3.27737 2.39372 0.04
H 3.10659 -2.99140 2.60502 0.08
O 2.37846 -2.55458 2.12328 -0.05
H 2.74198 -0.60566 -3.96913 -0.04
H 3.40033 -1.73311 -3.13630 0.07
O 2.57526 -1.32945 -3.42380 -0.03

15
Properties=species:S:1:pos:R:3:lowdin_charge:R:1 method="wB97M-V/def2-TZVPD" lumo_ev=-3.83 charge=+1 gap_ha=0.365 e_homo_ha=-0.5057 spin_multiplicity=1 relative_energy_kcal_mol=75.25
C -1.22266 0.21020 -0.51428 -0.06
C -0.06681 -1.17148 0.71659 -0.02
C -0.15292 -0.77098 -0.74856 -0.17
C 0.44415 1.43473 1.14570 0.05
N 0.81019 -0.82972 -1.67755 0.23
N -0.47861 0.23508 0.77822 -0.10
H -1.31363 1.05376 -1.16034 0.12
H -2.30170 -0.09058 -0.53630 0.15
H -0.84371 -1.75741 1.22314 0.14
H 0.83145 -1.40821 1.16597 0.10
H 0.57495 1.94014 0.23219 0.07
H 0.04229 2.00688 2.00215 0.11
H 1.30618 0.83220 1.44840 0.09
H 1.49790 -1.49920 -1.54402 0.10
H 0.87294 -0.18542 -2.53132 0.19

| no. | E_tot (eV) | molar mass (g mol⁻¹) |
| --- | --- | --- |
| 1 | -36464.20400 | 406.48 |
| 2 | -122710.40809 | 1061.96 |
| 3 | -25013.88883 | 252.31 |
| 4 | -150816.63128 | 1076.43 |
| 5 | -25015.35836 | 246.30 |
| 6 | -7264.87871 | 85.13 |